Entry 1:
{
  "formula": "C9H18MgN3O4P",
  "method": "ωB97M-V/def2-TZVPD",
  "elements": ["O", "C", "Mg", "C", "C", "O", "O", "C", "N", "C", "P", "O", "N", "C", "C", "N", "C", "C", "H", "H", "H", "H", "H", "H", "H", "H", "H", "H", "H", "H", "H", "H", "H", "H", "H", "H"],
  "coordinates": [[-3.437, 1.008, -3.766], [-3.301, 0.849, -2.639], [-2.783, 0.551, -0.398], [-4.028, -1.267, 0.145], [-3.987, 2.293, 0.562], [-4.552, -2.230, 0.487], [-4.393, 3.194, 1.148], [0.927, -2.530, -0.414], [-0.040, -1.541, 0.116], [-0.536, -1.984, 1.464], [0.248, 0.099, -0.012], [-1.040, 0.810, 0.380], [1.332, 0.651, 1.118], [0.699, 1.111, 2.377], [2.596, -0.074, 1.360], [0.641, 0.561, -1.561], [0.233, 1.958, -1.904], [2.031, 0.358, -2.022], [1.925, -2.462, 0.073], [1.040, -2.410, -1.501], [0.504, -3.528, -0.209], [0.257, -1.966, 2.246], [-1.388, -1.373, 1.800], [-0.886, -3.021, 1.342], [0.251, 0.285, 2.972], [1.511, 1.593, 2.935], [-0.090, 1.849, 2.172], [2.429, -1.020, 1.930], [3.087, -0.298, 0.398], [3.205, 0.639, 1.939], [0.730, 2.714, -1.259], [0.529, 2.124, -2.950], [-0.855, 2.111, -1.834], [2.748, 1.013, -1.485], [2.340, -0.689, -1.920], [2.049, 0.624, -3.090]],
  "lowdin_charge": [0.21, 0.10, 0.60, 0.11, 0.11, 0.21, 0.20, -0.08, -0.29, -0.08, 0.58, -0.40, -0.29, -0.08, -0.08, -0.28, -0.08, -0.09, 0.09, 0.09, 0.10, 0.10, 0.07, 0.10, 0.09, 0.10, 0.08, 0.09, 0.08, 0.10, 0.11, 0.10, 0.05, 0.10, 0.08, 0.10],
  "charge": 2,
  "e_homo_ha": -0.5574,
  "homo_lumo_gap_ev": 7.0,
  "total_energy_ha": -1359.9270
}



Entry 2:
{
  "formula": "C9H18N",
  "method": "ωB97M-V/def2-TZVPD",
  "elements": ["C", "C", "C", "C", "C", "C", "C", "C", "C", "N", "H", "H", "H", "H", "H", "H", "H", "H", "H", "H", "H", "H", "H", "H", "H", "H", "H", "H"],
  "coordinates": [[1.549, -1.070, -0.885], [2.566, -0.961, -1.710], [0.327, -0.194, -0.924], [-0.831, 1.076, 1.213], [0.251, 1.124, -1.449], [-1.916, 2.244, 1.110], [-0.979, -2.180, -1.623], [0.696, -0.028, 2.780], [-0.908, -0.979, -0.637], [-0.206, 1.054, 2.335], [3.269, -1.798, -1.499], [2.856, -0.253, -2.424], [0.813, 1.241, -2.388], [0.827, 1.916, -0.908], [-0.656, 1.519, -1.666], [-2.320, 2.462, 2.019], [-2.653, 1.860, 0.328], [-1.432, 3.099, 0.762], [-0.807, -1.768, -2.668], [-1.801, -2.769, -1.657], [-0.105, -2.828, -1.379], [0.812, -0.713, 1.914], [1.630, 0.387, 2.945], [0.257, -0.423, 3.730], [-0.576, -1.590, 0.149], [-1.799, -0.332, -0.426], [-0.315, 1.736, 3.046], [1.453, -1.828, -0.088]],
  "lowdin_charge": [-0.12, 0.12, -0.15, -0.07, -0.04, -0.04, -0.04, -0.02, -0.21, -0.06, 0.11, 0.07, 0.12, 0.14, 0.06, 0.03, 0.10, 0.05, 0.11, 0.04, 0.09, 0.07, 0.06, 0.12, 0.08, 0.12, 0.13, 0.13],
  "charge": 1,
  "e_homo_ha": -0.4380,
  "e_above_lowest_kj_mol": 450.3,
  "homo_lumo_gap_ev": 6.7,
  "total_energy_ha": -408.0298
}



Entry 3:
{
  "formula": "C9H18N2O3S3",
  "method": "ωB97M-V/def2-TZVPD",
  "elements": ["O", "O", "N", "O", "S", "S", "C", "C", "N", "S", "C", "C", "C", "C", "C", "C", "C", "H", "H", "H", "H", "H", "H", "H", "H", "H", "H", "H", "H", "H", "H", "H", "H", "H", "H"],
  "coordinates": [[1.531, 0.066, -1.554], [-2.536, 1.053, 0.058], [1.627, -0.406, -4.185], [0.789, 0.593, -3.663], [2.921, -1.721, -6.148], [-1.060, 1.377, 2.435], [0.861, 0.727, -2.319], [1.860, -0.458, -5.461], [0.026, 1.648, -1.825], [-1.154, 0.691, 0.463], [4.205, -1.887, -4.838], [1.238, 0.535, -6.401], [-0.127, 1.917, -0.396], [-2.136, -0.917, 7.094], [-1.759, -0.061, 3.316], [-2.315, -1.081, 5.585], [-1.773, 0.157, 4.843], [-0.704, 1.954, -2.468], [5.089, -2.428, -5.205], [4.472, -0.885, -4.504], [3.769, -2.438, -3.996], [0.193, 0.304, -6.648], [1.235, 1.518, -5.963], [1.818, 0.546, -7.354], [-0.540, 2.923, -0.217], [0.870, 1.993, 0.092], [-2.603, -1.767, 7.569], [-1.051, -0.904, 7.354], [-2.571, 0.018, 7.445], [-2.787, -0.280, 2.962], [-1.094, -0.902, 3.109], [-1.738, -1.978, 5.211], [-3.371, -1.259, 5.293], [-2.396, 1.015, 5.129], [-0.789, 0.337, 5.188]],
  "lowdin_charge": [0.09, -0.59, 0.06, 0.01, 0.87, 0.64, -0.59, -0.63, 0.04, 0.64, -0.37, -0.09, -0.37, -0.12, -0.54, -0.28, -0.30, 0.16, 0.04, 0.03, 0.04, 0.09, 0.07, 0.08, 0.11, 0.11, 0.06, 0.09, 0.07, 0.09, 0.07, 0.12, 0.11, 0.11, 0.09],
  "e_homo_ha": -0.3305,
  "homo_lumo_gap_ev": 9.7,
  "total_energy_ha": -1883.4451
}